Computed, not measured: a structure of composition C22H20AuGe at a distorted geometry, with the ωB97M-V functional and the def2-TZVPD basis.

Properties
HOMO-LUMO gap (alpha / beta)	4.8 / 4.8	eV
energy above the lowest of the compared OMol25 structures with the same formula, charge and spin	1.1408	eV
lowest unoccupied orbital energy (alpha / beta)	-0.3602 / -0.3596	Eh
expectation value of S²	0.769
spin multiplicity	2
DFT total energy	-3062.22861	a.u.
charge	+2
HOMO energy (alpha / beta)	-14.59 / -14.54	eV

Positions of all 44 atoms, in Å:
Au -1.012 0.022 1.782
C -2.465 -0.806 4.367
C -1.625 0.306 3.926
C -0.285 -0.164 3.968
C -0.328 -1.551 4.414
C -1.645 -1.898 4.660
H -3.538 -0.757 4.472
H -1.933 1.343 3.907
H 0.604 0.450 3.940
H 0.542 -2.177 4.543
H -1.988 -2.857 5.016
C -0.088 3.278 0.453
Ge -0.188 1.449 -0.169
C -1.514 1.129 -1.527
C -2.638 0.311 -1.449
C -3.522 0.242 -2.513
C -3.289 0.996 -3.656
C -2.176 1.821 -3.735
C -1.290 1.902 -2.671
C 1.455 0.532 -0.281
C 2.569 1.236 0.238
C 3.858 0.773 0.088
C 4.064 -0.465 -0.509
C 3.002 -1.253 -0.981
C 3.261 -2.507 -1.584
C 2.231 -3.274 -2.057
C 0.915 -2.804 -1.940
C 0.634 -1.594 -1.345
C 1.665 -0.781 -0.857
H 0.316 3.878 -0.365
H 0.537 3.407 1.334
H -1.092 3.638 0.673
H -2.836 -0.289 -0.564
H -4.397 -0.391 -2.451
H -3.977 0.940 -4.488
H -1.996 2.407 -4.626
H -0.426 2.553 -2.758
H 2.406 2.199 0.708
H 4.702 1.354 0.432
H 5.076 -0.843 -0.606
H 4.287 -2.841 -1.677
H 2.426 -4.228 -2.525
H 0.098 -3.403 -2.322
H -0.401 -1.283 -1.267



Computed, not measured: a structure of composition C36H47N7O3S3W, with the ωB97M-V functional and the def2-TZVPD basis.

Properties
HOMO-LUMO gap (alpha / beta)	7.4 / 6.2	eV
energy above the lowest of the compared OMol25 structures with the same formula, charge and spin	0.0000	eV
lowest unoccupied orbital energy (alpha / beta)	-0.1946 / -0.2393	Eh
expectation value of S²	2.023
spin multiplicity	3
DFT total energy	-3270.24104	a.u.
charge	+2
HOMO energy (alpha / beta)	-12.74 / -12.74	eV

Positions of all 97 atoms, in Å:
W -0.599 0.893 -0.571
C -1.440 3.814 2.715
C -0.835 2.975 1.640
N -1.545 2.187 0.891
O -2.911 2.113 1.090
C 0.576 2.976 1.344
C 1.582 3.887 1.959
N 0.912 2.108 0.421
O 2.126 2.030 0.036
H -2.052 4.613 2.287
H -0.672 4.277 3.325
H -2.068 3.209 3.374
H -3.168 2.810 1.712
H 1.137 4.835 2.255
H 2.372 4.077 1.236
H 2.047 3.433 2.837
O -2.373 0.967 -1.544
N -2.432 0.759 -2.880
C -3.490 1.285 -3.532
C -3.632 1.065 -4.873
C -2.675 0.291 -5.536
C -1.609 -0.230 -4.840
C -1.474 0.015 -3.471
S -0.194 -0.585 -2.485
H -4.160 1.865 -2.919
H -4.478 1.490 -5.392
H -2.770 0.102 -6.596
H -0.853 -0.829 -5.326
C -4.560 -4.187 2.681
C -3.660 -3.211 3.455
C -4.522 -2.324 4.368
C -2.686 -4.013 4.317
C -2.941 -2.317 2.459
C -3.661 -1.520 1.568
C -3.008 -0.692 0.688
N -1.667 -0.617 0.622
C -0.953 -1.415 1.438
C -1.555 -2.248 2.363
C 0.494 -1.398 1.177
C 1.394 -2.239 1.801
C 2.723 -2.293 1.388
C 3.060 -1.499 0.294
C 2.128 -0.663 -0.271
N 0.867 -0.565 0.185
C 3.763 -3.181 2.049
C 4.334 -4.143 0.996
C 4.885 -2.281 2.590
C 3.177 -3.995 3.202
H -5.083 -4.833 3.387
H -3.973 -4.820 2.014
H -5.313 -3.667 2.089
H -5.051 -2.950 5.087
H -5.268 -1.764 3.804
H -3.906 -1.615 4.924
H -3.251 -4.631 5.014
H -2.036 -3.365 4.910
H -2.067 -4.683 3.716
H -4.742 -1.532 1.556
H -3.552 -0.061 0.005
H -0.939 -2.862 3.000
H 1.052 -2.877 2.600
H 4.051 -1.507 -0.139
H 2.389 -0.066 -1.126
H 4.816 -3.610 0.176
H 3.553 -4.781 0.579
H 5.083 -4.784 1.461
H 5.362 -1.706 1.795
H 5.650 -2.898 3.061
H 4.504 -1.582 3.337
H 2.393 -4.675 2.863
H 2.778 -3.355 3.992
H 3.965 -4.604 3.645
N 1.970 1.969 -2.668
C 0.817 2.584 -2.900
N -0.208 2.576 -2.048
C -1.215 3.462 -2.497
C -2.363 3.848 -1.813
C -3.257 4.711 -2.426
C -3.030 5.198 -3.711
C -1.881 4.842 -4.395
C -0.986 3.987 -3.770
S 0.562 3.463 -4.372
H 2.223 1.864 -1.677
H 2.728 2.032 -3.329
H -2.573 3.472 -0.825
H -4.146 5.017 -1.891
H -3.740 5.873 -4.168
H -1.676 5.235 -5.382
C 6.624 1.054 -2.357
S 4.981 0.324 -2.482
C 5.216 -0.721 -3.932
H 7.375 0.277 -2.223
H 6.629 1.706 -1.486
H 6.852 1.640 -3.244
H 5.483 -0.122 -4.801
H 4.276 -1.234 -4.129
H 5.991 -1.463 -3.748



Computed, not measured: a cluster of 2 separate species, C3H9NO2 in total at a distorted geometry, with the ωB97M-V functional and the def2-TZVPD basis.

Properties
HOMO-LUMO gap	10.8	eV
energy above the lowest of the compared OMol25 structures with the same formula, charge and spin	4.7526	eV
lowest unoccupied orbital energy	0.0323	Eh
DFT total energy	-324.79796	a.u.
HOMO energy	-9.96	eV
structure (SMILES)	[H]/N=C\C.COO

Positions of all 15 atoms, in Å:
H -0.740 -3.301 0.387
N -0.022 -2.615 0.129
C -0.478 -1.411 0.220
C -1.877 -1.087 0.638
H 0.180 -0.567 -0.034
H -2.425 -1.986 0.928
H -2.389 -0.598 -0.195
H -1.841 -0.390 1.480
C 0.810 2.201 -0.691
O 2.119 1.698 -0.934
O 2.477 0.913 0.238
H 0.556 2.184 0.374
H 0.084 1.602 -1.248
H 0.765 3.233 -1.046
H 2.782 0.123 -0.246



Computed, not measured: an isolated molecule of C5H13NO at a distorted geometry, with the ωB97M-V functional and the def2-TZVPD basis.

Properties
HOMO-LUMO gap	9.5	eV
energy above the lowest of the compared OMol25 structures with the same formula, charge and spin	1.2816	eV
lowest unoccupied orbital energy	0.0330	Eh
DFT total energy	-328.27175	a.u.
HOMO energy	-8.58	eV
structure (SMILES)	CC[C@@H](C)NCO

Positions of all 20 atoms, in Å:
C 0.671 2.266 -0.817
C 0.473 1.167 0.274
C 0.281 -0.226 -0.320
C 1.548 -0.851 -0.811
N -0.249 -1.044 0.774
C -1.658 -1.006 1.061
O -2.156 -2.324 0.931
H -0.316 2.551 -1.169
H 1.208 3.121 -0.410
H 1.334 1.888 -1.594
H 1.338 1.202 0.946
H -0.380 1.451 0.900
H -0.499 -0.182 -1.094
H 1.343 -1.830 -1.232
H 1.788 -0.228 -1.678
H 2.374 -0.698 -0.123
H 0.020 -2.018 0.721
H -2.227 -0.259 0.504
H -1.781 -0.680 2.109
H -3.112 -2.299 1.028



Computed, not measured: a cluster of 2 separate species, C6H9N2O2 in total at a distorted geometry, with the ωB97M-V functional and the def2-TZVPD basis.

Properties
HOMO-LUMO gap	7.0	eV
energy above the lowest of the compared OMol25 structures with the same formula, charge and spin	3.1547	eV
lowest unoccupied orbital energy	0.1170	Eh
DFT total energy	-494.00676	a.u.
charge	-1
HOMO energy	-3.78	eV

Positions of all 19 atoms, in Å:
C 0.607 2.777 1.375
C 0.959 1.422 1.114
C 0.315 -0.594 0.671
C 2.116 0.725 0.775
N -0.065 0.547 1.221
N 1.770 -0.577 0.524
H -0.334 -1.339 0.315
H -0.470 3.098 1.284
H 1.576 3.309 1.379
H 2.363 -1.330 0.161
H 3.035 1.185 0.513
H 0.725 3.024 2.535
C -2.232 -1.238 -1.507
C -1.211 -2.293 -1.998
O -1.260 -3.345 -1.320
O -0.445 -2.134 -3.010
H -2.590 -0.677 -2.321
H -1.833 -0.620 -0.641
H -3.026 -1.939 -1.070



Computed, not measured: an isolated molecule of C10H13NO3 at a distorted geometry, with the ωB97M-V functional and the def2-TZVPD basis.

Properties
HOMO-LUMO gap	9.2	eV
energy above the lowest of the compared OMol25 structures with the same formula, charge and spin	8.9248	eV
lowest unoccupied orbital energy	0.0295	Eh
DFT total energy	-669.02604	a.u.
HOMO energy	-8.38	eV
structure (SMILES)	C[C@@H](Cc1ccc2c(c1)OCO2)NO

Positions of all 27 atoms, in Å:
C 1.364 -2.139 -0.969
C 1.862 -0.824 -1.658
C 0.638 0.148 -1.724
C -0.401 0.303 -0.636
C -1.690 0.222 -0.955
C -2.721 0.698 -0.072
C -2.438 1.143 1.031
C -1.043 1.465 1.332
C -0.042 0.972 0.588
O -1.071 1.498 2.815
C -2.466 1.625 3.193
O -3.278 1.177 2.048
N 2.799 -0.344 -0.522
O 3.783 -1.652 -0.457
H 1.381 -2.035 0.239
H 2.237 -2.924 -1.244
H 0.306 -2.598 -1.457
H 2.298 -1.019 -2.553
H 0.336 0.148 -2.688
H 0.972 1.205 -1.880
H -1.969 -0.554 -1.706
H -3.734 0.505 -0.307
H 1.002 0.626 1.208
H -2.704 0.831 3.835
H -2.556 2.888 3.296
H 3.378 0.195 -1.218
H 3.753 -1.559 0.463